(1)
A 2-piece molecular cluster, CH3FO2 overall in a non-equilibrium geometry, computed with ωB97M-V/def2-TZVPD.

For the HOMO energy, the calculation gives -12.1 eV. The calculation puts the LUMO energy at 0.73 eV. The value obtained for the HOMO-LUMO gap is 12.84 eV. The SMILES is O=CO.F.

Last column: Löwdin charge in e.
Atoms and positions in Å:
O 0.0271 0.9849 0.1226  0.08
C 0.9690 0.2779 -0.0701  -0.40
O 0.9463 -1.0140 0.0331  0.14
H 1.9851 0.5245 -0.4523  0.16
H -0.0083 -1.0958 0.1562  0.12
F -2.3565 -0.0153 0.0211  -0.04
H -1.5627 0.3377 0.1894  -0.05

Forces on atoms 1 to 3 (eV/Å):
-0.396 0.913 0.183
2.531 0.754 -1.173
-0.870 -1.084 0.152

(2)
C11H20F6IrN2S3SbSe as an isolated structure, computed with ωB97M-V/def2-TZVPD.

For the HOMO energy (alpha / beta), the calculation gives -17.3 / -17.3 eV. As for the net charge: +3. The multiplicity is 2. The calculation puts the LUMO energy (alpha / beta) at -12.47 / -13.15 eV. The value obtained for the HOMO-LUMO gap (alpha / beta) is 4.82 / 4.13 eV.

Last column: Mulliken spin population.
Atoms and positions in Å:
Ir 0.1658 -1.0404 0.1113  0.01
C 4.3302 0.4934 0.2209  0.00
C 3.3076 0.1431 -0.8706  0.00
S 2.1986 -1.3223 -0.8107  0.00
C 2.9698 -2.5042 0.3235  0.00
C 2.7994 -2.1365 1.7902  0.00
S 1.2791 -1.1724 2.1279  0.01
C 1.7369 0.5834 2.4883  0.00
C 3.1979 0.8851 2.7930  0.00
S 3.9829 1.7930 1.4332  0.00
H 5.1474 0.9370 -0.3516  0.00
H 4.7684 -0.3905 0.6857  0.00
H 3.8643 -0.1768 -1.7662  0.00
H 2.6790 0.9832 -1.1753  0.00
H 4.0196 -2.5856 0.0300  0.00
H 2.4971 -3.4592 0.0824  0.00
H 3.6392 -1.5699 2.1779  0.00
H 2.6993 -3.0360 2.3977  0.00
H 1.0479 0.8736 3.2842  0.00
H 1.4470 1.1164 1.5950  0.00
H 3.8044 0.0225 3.0559  0.00
H 3.2347 1.5466 3.6566  0.00
F 0.2219 0.8365 -0.2281  -0.01
Sb -0.9694 2.6676 0.3156  0.00
F -2.0048 4.1145 0.7466  0.00
F -2.3410 1.3459 0.2742  0.00
F -1.1384 2.6958 -1.5410  0.00
F -0.6212 2.0052 2.0322  0.00
F 0.7389 3.3668 0.2354  0.00
C -3.1770 -1.4936 0.6832  0.00
N -3.6773 -0.8697 -0.5419  0.03
C -4.9189 -0.4128 -0.7272  0.21
C -4.9762 0.1300 -2.0212  0.19
N -3.7752 -0.0268 -2.5760  0.05
C -3.3892 0.4528 -3.9216  0.00
C -2.9381 -0.6328 -1.6712  -0.01
Se -1.2105 -1.0433 -2.0634  0.51
H -4.0220 -1.7479 1.3184  0.00
H -2.5488 -0.7703 1.2131  0.00
H -2.6494 -2.4124 0.4278  0.00
H -5.6948 -0.4882 0.0206  0.00
H -5.8034 0.6030 -2.5305  0.00
H -4.2995 0.6852 -4.4662  0.00
H -2.8486 -0.3334 -4.4432  0.00
H -2.7739 1.3444 -3.8146  0.00

Forces on atoms 1 to 3 (eV/Å):
-0.439 -0.855 -0.189
-0.081 0.038 0.090
0.130 0.038 -0.150

(3)
A 2-piece molecular cluster, C4H12NO2 overall in a non-equilibrium geometry, computed with ωB97M-V/def2-TZVPD.

For the HOMO energy, the calculation gives -14.5 eV. As for the net charge: +1. The calculation puts the LUMO energy at -3.40 eV. The value obtained for the HOMO-LUMO gap is 11.07 eV.

Last column: Löwdin charge in e.
Atoms and positions in Å:
O 2.2437 -1.4423 -0.9132  0.11
C 2.2072 -0.6027 -0.0583  -0.18
C 0.9957 0.2829 0.1708  -0.27
N -0.2366 -0.3877 -0.4055  0.03
C -0.3356 -0.3941 -1.8964  0.03
C 0.7788 0.6177 1.6408  -0.02
H 3.1031 -0.3918 0.5414  0.14
H 1.0930 1.1810 -0.4394  0.16
H -1.0603 0.0781 0.0080  0.11
H -0.2880 -1.3286 -0.0051  0.19
H 0.2073 -1.2643 -2.2360  0.10
H -1.3762 -0.5717 -2.1496  0.10
H -0.0170 0.5505 -2.3041  0.11
H 0.3970 -0.2794 2.1311  0.10
H 1.7324 0.8211 2.1206  0.10
H 0.0622 1.4185 1.7735  0.09
H -2.8455 0.9729 1.2413  0.07
H -3.8084 0.3127 0.3389  0.08
O -2.8527 0.4273 0.4413  -0.04

Forces on atoms 1 to 3 (eV/Å):
-0.344 -0.220 0.196
0.461 0.093 -0.612
-0.489 0.027 -0.054

(4)
One molecule with the formula C6H16N2O in a non-equilibrium geometry, computed with ωB97M-V/def2-TZVPD.

For the HOMO energy, the calculation gives -8.8 eV. The calculation puts the LUMO energy at 0.83 eV. The value obtained for the HOMO-LUMO gap is 9.63 eV. The SMILES is CC[C@](C)(O)N(C)NC.

Last column: Löwdin charge in e.
Atoms and positions in Å:
C -2.6910 0.4863 -0.4208  -0.12
C -1.7073 0.4072 0.7306  -0.15
C -0.0687 0.4672 0.3036  -0.55
C 0.6780 0.9313 1.5633  -0.03
O 0.0706 1.4468 -0.7132  -0.03
N 0.4326 -0.8268 -0.0696  -0.10
C -0.4583 -1.7816 -0.7163  -0.11
N 1.6387 -0.6413 -1.1251  -0.04
C 2.9178 -0.6146 -0.4327  -0.15
H -2.7864 -0.4546 -0.9642  0.06
H -3.6919 0.7261 -0.0405  0.07
H -2.4284 1.2748 -1.1314  0.07
H -1.8999 -0.4563 1.3726  0.10
H -1.8679 1.2923 1.3566  0.09
H 0.6715 0.1558 2.3346  0.09
H 0.2235 1.8361 1.9820  0.08
H 1.7108 1.2176 1.3466  0.06
H -0.0901 2.3147 -0.3112  0.11
H -0.9041 -1.3898 -1.6354  0.08
H 0.1163 -2.6728 -0.9921  0.08
H -1.2183 -2.1452 -0.0190  0.08
H 1.5155 0.2507 -1.6207  0.09
H 3.1217 0.3604 0.0269  0.05
H 3.7297 -0.7835 -1.1509  0.07
H 2.9857 -1.4010 0.3265  0.08

Forces on atoms 1 to 3 (eV/Å):
-0.341 -0.098 -0.174
1.931 0.254 -0.399
-2.614 0.283 1.940

(5)
One molecule with the formula C5H7NO, computed with ωB97M-V/def2-TZVPD.

For the HOMO energy, the calculation gives -7.4 eV. The calculation puts the LUMO energy at 0.77 eV. The value obtained for the HOMO-LUMO gap is 8.14 eV. The SMILES is C[N@@H+]1C=CC=C1[O-].

Last column: Löwdin charge in e.
Atoms and positions in Å:
C 1.5255 0.8329 0.1735  -0.02
N 0.4863 0.0182 -0.4843  -0.10
C -0.7671 0.6986 -0.7707  -0.13
C -1.7484 0.0396 -0.1206  -0.10
C -1.2927 -1.1117 0.5990  -0.06
C 0.0691 -1.2803 0.4667  -0.41
O 0.9993 -1.9983 0.7579  0.03
H 2.0413 1.4548 -0.5629  0.09
H 2.2278 0.1512 0.6609  0.09
H 1.0369 1.4684 0.9145  0.11
H 0.8888 -0.4431 -1.3010  0.18
H -0.7689 1.6111 -1.3495  0.10
H -2.7865 0.3555 -0.1434  0.11
H -1.9114 -1.7969 1.1597  0.10

Forces on atoms 1 to 3 (eV/Å):
0.079 0.052 0.093
0.037 -0.119 -0.087
-0.146 -0.021 0.086

(6)
One molecule with the formula C5H10O2, computed with ωB97M-V/def2-TZVPD.

For the HOMO energy, the calculation gives -9.6 eV. The calculation puts the LUMO energy at 0.72 eV. The value obtained for the HOMO-LUMO gap is 10.32 eV. The SMILES is C[C@@H]1[C@H](O)C[C@@H]1O.

Last column: Löwdin charge in e.
Atoms and positions in Å:
C -2.0176 -0.5187 0.2262  -0.05
C -0.6241 0.0626 0.4562  -0.26
C 0.3409 1.1036 -0.2379  -0.29
O 0.4519 1.0202 -1.6533  -0.03
C 1.4826 0.3014 0.4511  -0.07
C 0.5518 -0.9260 0.4304  -0.35
O 0.6176 -1.6896 -0.7560  -0.01
H -2.8010 0.0944 0.6832  0.07
H -2.0137 -1.4676 0.7831  0.08
H -2.2966 -0.7539 -0.8009  0.08
H -0.6584 0.4776 1.4717  0.14
H 0.2181 2.1505 0.0715  0.14
H 0.7263 1.8804 -1.9942  0.10
H 1.6501 0.6445 1.4783  0.12
H 2.4367 0.2289 -0.0789  0.12
H 0.5926 -1.6500 1.2509  0.15
H 1.0046 -1.1543 -1.4568  0.08

Forces on atoms 1 to 3 (eV/Å):
-0.001 0.082 -0.098
-0.008 -0.086 0.144
-0.098 0.109 0.368

(7)
A 4-piece molecular cluster, C39H78NO15P3S2 overall in a non-equilibrium geometry, computed with ωB97M-V/def2-TZVPD.

For the HOMO energy, the calculation gives -8.2 eV. The calculation puts the LUMO energy at -2.98 eV. The value obtained for the HOMO-LUMO gap is 5.26 eV. The SMILES is C#CCCC[C@@H]1OC(=O)O[C@@]1(CCCCN(CCCC)C(=S)SCCC)CC[C@H](C)CCC=C(C)C.COP(=O)(OC)OC.COP(=O)(OC)OC.COP(=O)(OC)OC.

Last column: Löwdin charge in e.
Atoms and positions in Å:
C 0.5850 4.5275 0.3382  0.04
C 0.7290 3.3578 1.1432  -0.08
C 0.5090 1.9642 1.9967  -0.19
C -0.4730 0.9234 1.1959  -0.16
C 0.3196 -0.5215 0.9399  -0.10
C -0.6501 -1.8023 1.2755  -0.19
O -0.5830 -2.3863 2.6562  -0.04
C -1.5692 -3.5049 2.5184  -0.22
O -2.5401 -3.7542 3.4028  0.04
O -1.2389 -4.1835 1.2385  0.00
C -0.4801 -3.2064 0.4418  -0.33
C 1.0227 -3.8582 0.2628  -0.10
C 1.5720 -4.6628 1.5873  -0.17
C 3.0613 -5.2811 1.2171  -0.17
C 4.0859 -4.0056 1.0631  -0.21
N 4.0785 -3.0930 2.2648  -0.23
C 4.3017 -1.6423 1.9259  -0.21
C 5.5888 -1.3204 0.9699  -0.21
C 5.0652 -0.3318 -0.2428  -0.26
C 4.1307 -1.0773 -1.3696  -0.14
C 4.9327 -3.5892 3.4043  -0.95
S 6.6049 -3.3751 3.6089  0.63
S 4.0161 -4.5876 4.7514  0.75
C 2.8369 -3.4844 5.7041  -0.50
C 1.6631 -4.3035 6.5372  -0.30
C 0.3938 -3.3463 6.9971  -0.15
C -0.9507 -2.8400 -1.0862  -0.11
C -2.4659 -3.3304 -1.4815  -0.14
C -3.4037 -2.0057 -1.8833  -0.33
C -4.8672 -2.1998 -1.1131  -0.11
C -3.5500 -1.8649 -3.5164  -0.19
C -3.0485 -0.4101 -4.1162  -0.20
C -1.5229 0.0065 -3.6832  -0.10
C -1.2670 1.4237 -3.2159  -0.26
C 0.0064 2.3361 -3.7478  -0.10
C -2.2835 2.1532 -2.1168  -0.10
H 0.5188 5.2904 -0.5753  0.06
H -0.0139 2.2460 3.0054  0.12
H 1.5766 1.5234 2.2573  0.11
H -0.7330 1.3692 0.1440  0.09
H -1.4377 0.7018 1.8432  0.13
H 0.6731 -0.6222 -0.1736  0.11
H 1.2220 -0.5583 1.7140  0.11
H -1.7553 -1.4285 1.0977  0.17
H 1.0511 -4.6466 -0.6329  0.13
H 1.7560 -2.9829 -0.0828  0.11
H 0.8914 -5.5769 1.9000  0.13
H 1.5731 -3.9224 2.4955  0.10
H 3.0797 -5.8611 0.1959  0.12
H 3.4899 -5.9980 2.0518  0.10
H 3.8792 -3.4772 0.0348  0.10
H 5.1839 -4.4558 0.9826  0.13
H 4.4926 -1.0800 2.9616  0.14
H 3.2926 -1.2143 1.5127  0.10
H 6.2002 -2.2501 0.6112  0.10
H 6.3496 -0.6604 1.6109  0.11
H 5.9521 0.3169 -0.7095  0.11
H 4.3601 0.4734 0.2867  0.11
H 3.0509 -1.2123 -0.8790  0.05
H 4.5262 -2.1589 -1.6314  0.08
H 3.9620 -0.4516 -2.3462  0.08
H 2.2929 -2.6769 5.0521  0.09
H 3.4918 -2.9411 6.5387  0.10
H 1.1884 -5.1954 5.9260  0.11
H 2.0712 -4.7894 7.5467  0.11
H -0.6246 -3.7615 6.5384  0.08
H 0.2241 -3.3746 8.1760  0.08
H 0.5085 -2.2208 6.6969  0.07
H -0.1962 -3.3447 -1.8603  0.12
H -0.8651 -1.6707 -1.3105  0.11
H -2.9978 -3.9985 -0.6813  0.12
H -2.3706 -3.9889 -2.4628  0.11
H -2.9465 -0.9972 -1.4793  0.11
H -5.6118 -1.3198 -1.3415  0.08
H -4.6223 -2.1438 0.0513  0.09
H -5.3021 -3.2618 -1.3518  0.09
H -4.7081 -1.9454 -3.7519  0.11
H -2.9706 -2.6938 -4.1130  0.11
H -3.1461 -0.4374 -5.2898  0.12
H -3.7963 0.4260 -3.7241  0.12
H -0.5945 -0.7371 -3.7492  0.11
H -0.4207 3.1562 -4.4965  0.09
H 0.8662 1.7084 -4.2425  0.08
H 0.4627 2.9248 -2.8258  0.07
H -2.9161 1.2988 -1.6221  0.07
H -1.5936 2.7376 -1.3439  0.07
H -2.9458 2.9568 -2.6675  0.08
C -2.0333 5.4406 2.4138  -0.16
O -2.9742 5.5829 3.4603  -0.29
P -2.4397 6.6595 4.7045  0.77
O -2.0027 5.4379 5.5259  -0.28
O -4.0005 7.0204 5.0945  -0.27
C -5.0185 6.0416 4.9461  -0.12
O -1.9051 7.7360 5.9489  -0.27
C -0.6210 7.5080 6.5014  -0.15
H -2.4348 4.7500 1.6695  0.09
H -1.8529 6.4108 1.9430  0.07
H -1.0956 5.0383 2.8057  0.06
H -4.6594 5.0345 5.1652  0.09
H -5.4138 6.0918 3.9298  0.08
H -5.8358 6.2739 5.6392  0.09
H 0.1007 7.2889 5.7130  0.08
H -0.6609 6.6846 7.2233  0.09
H -0.3054 8.4077 7.0276  0.08
C -0.2680 -6.8525 -2.8280  -0.15
O 0.7463 -6.1974 -3.5648  -0.31
P 1.3023 -7.1239 -4.9158  0.77
O 2.4922 -7.5885 -4.0635  -0.28
O 1.7355 -5.7463 -5.7115  -0.27
C 2.1856 -4.6128 -4.9841  -0.12
O 1.8584 -8.0505 -6.2668  -0.26
C 2.2477 -9.3903 -6.0229  -0.15
H -0.5676 -6.2137 -1.9948  0.07
H -1.1339 -7.0347 -3.4703  0.08
H 0.1081 -7.8004 -2.4345  0.08
H 2.7599 -4.8907 -4.0986  0.09
H 1.3229 -4.0059 -4.7030  0.08
H 2.8279 -4.0077 -5.6349  0.09
H 1.5300 -9.8830 -5.3653  0.08
H 3.2512 -9.4184 -5.5837  0.09
H 2.2767 -9.9212 -6.9734  0.09
C -0.8300 10.1882 -4.4427  -0.15
O -1.2794 8.8874 -4.1161  -0.29
P -2.1616 8.8334 -2.6290  0.77
O -0.8818 8.3563 -1.9272  -0.29
O -2.9982 7.5102 -3.1468  -0.27
C -2.3818 6.5698 -4.0140  -0.12
O -3.0438 8.7793 -1.1418  -0.26
C -2.4389 9.3655 -0.0030  -0.15
H -0.2834 10.1462 -5.3870  0.09
H -1.6860 10.8594 -4.5528  0.08
H -0.1640 10.5615 -3.6604  0.08
H -1.3177 6.4485 -3.8038  0.09
H -2.5316 6.8883 -5.0473  0.09
H -2.8711 5.5969 -3.8852  0.08
H -1.9901 10.3259 -0.2606  0.09
H -1.6839 8.6897 0.4140  0.08
H -3.2065 9.5268 0.7526  0.09

Forces on atoms 1 to 3 (eV/Å):
0.872 -8.561 4.651
-1.834 7.263 -5.672
0.047 1.444 -0.053

(8)
One molecule with the formula C4H9ClO3 in a non-equilibrium geometry, computed with ωB97M-V/def2-TZVPD.

For the HOMO energy, the calculation gives -10.3 eV. The calculation puts the LUMO energy at 0.66 eV. The value obtained for the HOMO-LUMO gap is 10.95 eV. The SMILES is OCC(O)(CO)CCl.

Last column: Löwdin charge in e.
Atoms and positions in Å:
O -0.1590 2.3468 -0.4381  -0.06
C 0.0540 1.4820 0.6807  -0.20
C 0.4258 0.0479 0.2190  -0.57
O 0.5627 -0.7336 1.4143  -0.01
C 1.8469 0.0768 -0.4280  -0.16
O 2.2320 -1.3062 -0.5281  -0.07
C -0.5716 -0.4543 -0.8091  -0.51
Cl -2.1667 -0.7526 -0.1049  0.63
H -0.4098 3.2411 -0.1564  0.10
H -0.8473 1.4076 1.2502  0.10
H 0.9639 1.7490 1.2956  0.14
H -0.1030 -1.4139 1.4113  0.08
H 1.8749 0.5506 -1.4315  0.14
H 2.4587 0.6928 0.2264  0.12
H 1.9953 -1.6111 0.3810  0.09
H -0.1299 -1.4341 -1.1513  0.11
H -0.5855 0.2414 -1.6030  0.07

Forces on atoms 1 to 3 (eV/Å):
0.335 -0.125 0.073
1.411 -0.279 -0.044
0.155 1.940 -0.411